Entry from the Open Molecules 2025 dataset: a 9-piece molecular cluster, C72H84Cl3N12 overall (ωB97M-V/def2-TZVPD).

For the relative energy (zero: lowest compared OMol25 entry of this formula, charge and spin), the calculation gives 7.766 eV. The max |F| comes out at 4.295 eV/A. For the calculated total energy, the calculation gives -131363.6860 eV. As for the total charge: +9. Its orbital gap is 1.550 eV. As for the spin multiplicity: 1.

Each line ends with the Mulliken charge.
CARTESIAN COORDINATES (ANGSTROEM)
C: -0.443 -4.605 -4.307  -0.935
N: -0.411 -3.953 -2.995  0.229
C: 0.626 -4.046 -2.099  -0.594
C: 0.528 -3.373 -0.873  -0.709
C: -0.589 -2.622 -0.485  0.332
C: -1.679 -2.757 -1.382  -0.528
C: -1.490 -3.322 -2.663  -0.855
C: -0.604 -1.807 0.804  1.151
C: 0.462 -1.000 1.176  -0.894
C: 0.410 -0.395 2.448  -0.631
N: -0.543 -0.540 3.310  0.346
C: -1.592 -1.337 2.969  -0.765
C: -1.618 -1.955 1.761  -0.897
C: -0.543 0.082 4.609  -1.454
H: 0.556 -4.825 -4.684  0.360
H: -0.761 -3.905 -5.079  0.360
H: -1.050 -5.506 -4.217  0.328
H: 1.548 -4.575 -2.288  0.431
H: 1.306 -3.342 -0.124  0.653
H: -2.662 -2.349 -1.199  0.585
H: -2.268 -3.374 -3.411  0.630
H: 1.272 -0.802 0.490  0.807
H: 1.243 0.196 2.799  0.805
H: -2.369 -1.556 3.687  0.543
H: -2.452 -2.617 1.584  0.650
H: -0.666 -0.710 5.347  0.452
H: -1.263 0.901 4.592  0.580
H: 0.439 0.509 4.813  0.344
C: 12.228 -1.764 8.580  -0.913
N: 10.910 -1.504 7.939  0.002
C: 9.980 -0.798 8.631  -0.320
C: 8.721 -0.530 8.059  -0.684
C: 8.344 -1.080 6.844  1.005
C: 9.350 -1.705 6.122  -0.649
C: 10.698 -1.923 6.653  -0.315
C: 6.900 -1.117 6.380  0.954
C: 6.434 -2.191 5.551  -0.794
C: 5.156 -2.136 5.076  -0.076
N: 4.249 -1.216 5.452  0.231
C: 4.639 -0.251 6.371  -0.208
C: 5.984 -0.191 6.764  -0.739
C: 2.925 -1.238 4.811  -1.198
H: 12.927 -0.966 8.328  0.358
H: 12.557 -2.761 8.288  0.411
H: 12.066 -1.722 9.657  0.356
H: 10.269 -0.392 9.589  0.432
H: 8.007 0.036 8.640  0.312
H: 9.154 -1.981 5.096  0.459
H: 11.520 -2.319 6.076  0.496
H: 7.024 -2.979 5.107  0.430
H: 4.887 -2.853 4.314  0.396
H: 3.893 0.473 6.666  0.415
H: 6.302 0.665 7.341  0.440
H: 2.189 -0.893 5.537  0.425
H: 2.672 -2.279 4.612  0.417
H: 2.925 -0.653 3.891  0.376
C: -0.312 0.995 -2.038  -0.900
N: -0.888 2.120 -1.322  0.156
C: -1.928 1.956 -0.428  -0.893
C: -2.343 3.033 0.332  -0.500
C: -1.732 4.253 0.202  0.557
C: -0.733 4.454 -0.762  -0.868
C: -0.281 3.327 -1.507  -0.120
C: -2.114 5.413 1.071  0.976
C: -3.445 5.700 1.346  -0.631
C: -3.728 6.813 2.126  -0.373
N: -2.715 7.570 2.683  0.061
C: -1.429 7.332 2.366  -0.630
C: -1.078 6.255 1.579  -0.622
C: -2.988 8.649 3.644  -0.872
H: -1.132 0.421 -2.471  0.356
H: 0.210 0.418 -1.274  0.193
H: 0.239 1.337 -2.914  0.397
H: -2.307 0.946 -0.373  0.612
H: -3.150 2.872 1.032  0.600
H: -0.223 5.405 -0.810  0.684
H: 0.548 3.368 -2.198  0.473
H: -4.306 5.157 0.983  0.591
H: -4.717 7.179 2.360  0.463
H: -0.732 8.018 2.824  0.529
H: -0.039 6.040 1.379  0.613
H: -2.407 8.414 4.536  0.440
H: -4.051 8.833 3.799  0.304
H: -2.515 9.601 3.405  0.373
C: -7.699 4.373 -4.327  -0.957
N: -7.287 3.088 -4.930  -0.026
C: -7.938 1.974 -4.488  -0.289
C: -7.628 0.789 -5.090  -0.559
C: -6.665 0.634 -6.067  0.484
C: -6.034 1.839 -6.492  -0.711
C: -6.378 3.088 -5.877  -0.139
C: -6.209 -0.741 -6.462  0.654
C: -6.914 -1.623 -7.300  -0.572
C: -6.487 -2.933 -7.489  -0.154
N: -5.332 -3.251 -7.011  0.030
C: -4.572 -2.436 -6.163  -0.008
C: -4.999 -1.150 -5.892  -0.623
C: -4.824 -4.629 -7.284  -0.917
H: -8.419 4.907 -4.947  0.378
H: -6.838 5.024 -4.171  0.376
H: -8.237 4.223 -3.391  0.317
H: -8.670 2.043 -3.698  0.429
H: -8.211 -0.058 -4.757  0.505
H: -5.418 1.911 -7.376  0.521
H: -6.078 4.045 -6.279  0.539
H: -7.862 -1.318 -7.717  0.534
H: -7.022 -3.668 -8.072  0.524
H: -3.594 -2.737 -5.818  0.076
H: -4.330 -0.530 -5.314  0.453
H: -4.802 -4.778 -8.364  0.389
H: -5.473 -5.260 -6.678  0.420
H: -3.804 -4.676 -6.902  0.223
C: -5.467 -3.403 9.039  -1.036
N: -4.865 -2.186 8.441  0.077
C: -4.206 -1.310 9.262  -0.396
C: -3.754 -0.078 8.713  -0.604
C: -3.978 0.177 7.348  0.654
C: -4.642 -0.811 6.583  -0.333
C: -5.105 -1.942 7.151  -0.639
C: -3.657 1.491 6.765  0.720
C: -4.667 2.226 6.090  -0.796
C: -4.336 3.447 5.590  -0.114
N: -3.013 3.877 5.563  0.319
C: -2.049 3.150 6.116  -0.276
C: -2.347 2.004 6.866  -0.628
C: -2.642 5.055 4.801  -1.373
H: -5.497 -4.151 8.246  0.429
H: -6.463 -3.270 9.460  0.349
H: -4.745 -3.871 9.708  0.426
H: -4.094 -1.520 10.315  0.499
H: -3.223 0.605 9.361  0.533
H: -4.923 -0.622 5.557  0.456
H: -5.836 -2.581 6.678  0.455
H: -5.543 1.716 5.718  0.509
H: -5.110 4.005 5.084  0.438
H: -1.074 3.615 6.122  0.436
H: -1.495 1.634 7.417  0.516
H: -3.366 5.869 4.830  0.499
H: -2.457 4.689 3.791  0.560
H: -1.706 5.484 5.158  0.306
C: 7.916 -2.106 -12.452  -0.888
N: 7.066 -1.815 -11.307  0.015
C: 7.643 -1.470 -10.182  -0.237
C: 6.839 -1.191 -9.087  -0.717
C: 5.466 -1.477 -9.048  1.340
C: 4.891 -1.886 -10.289  -0.742
C: 5.742 -1.928 -11.462  -0.321
C: 4.713 -1.395 -7.791  1.130
C: 3.507 -2.076 -7.693  -0.726
C: 2.739 -2.074 -6.521  -0.298
N: 3.125 -1.313 -5.430  0.330
C: 4.290 -0.628 -5.445  -0.238
C: 5.107 -0.713 -6.586  -0.692
C: 2.121 -1.296 -4.329  -1.193
H: 8.971 -1.931 -12.241  0.291
H: 7.628 -1.438 -13.264  0.402
H: 7.832 -3.119 -12.844  0.380
H: 8.712 -1.320 -10.162  0.384
H: 7.342 -0.667 -8.288  0.267
H: 3.843 -2.103 -10.438  0.346
H: 5.399 -2.096 -12.472  0.497
H: 3.126 -2.589 -8.563  0.277
H: 1.825 -2.640 -6.425  0.394
H: 4.489 -0.072 -4.540  0.442
H: 6.067 -0.219 -6.630  0.389
H: 2.690 -1.317 -3.400  0.556
H: 1.495 -2.178 -4.465  -0.093
H: 1.568 -0.362 -4.436  0.569
Cl: -3.864 -5.880 -4.137  -0.656
Cl: -2.364 -3.803 5.587  -0.684
Cl: 4.056 -4.376 -3.602  -0.722